Record 1
Computed, not measured: a molecular structure, C32H88N9O22P3S5V2, with ωB97M-V/def2-TZVPD.

Computed properties:
Kohn-Sham gap (spin up / spin down)	7.23 / 7.70	eV
multiplicity	3
expectation value of S²	2.214
charge	0

Geometry as XYZ:
```
161
C32H88N9O22P3S5V2 (ωB97M-V/def2-TZVPD)
O -1.8222 5.6835 2.8322
V -2.8831 6.1471 1.7032
O -6.5900 10.4650 0.7059
V -4.9922 9.9938 0.6961
O -5.7796 7.9486 4.4604
C -4.9927 7.9827 3.4137
O -5.2596 8.6906 2.4291
O -4.1620 7.0879 3.2488
H -5.3985 7.3451 5.1024
O -0.9988 8.9874 -0.5751
C -1.7885 8.8378 0.4955
O -2.8169 9.4740 0.5111
O -1.6055 7.9640 1.3638
H -1.3250 9.7121 -1.1136
O -4.5391 13.6389 -1.8154
C -5.2010 12.7744 -1.1392
O -6.3882 13.0471 -0.8078
O -4.6725 11.7025 -0.8063
H -5.3426 14.1411 -1.6611
O -5.3905 6.4760 -1.7825
C -4.8465 7.1732 -0.7657
O -5.2483 8.3506 -0.6952
O -4.1590 6.6365 0.0623
H -5.8782 7.1725 -2.2282
O 2.8836 6.3239 1.2062
P 3.1630 7.2303 2.3976
N 2.5247 6.5554 3.7510
C 1.4413 5.5725 3.5628
C 2.6736 7.2720 5.1159
N 2.6460 8.8632 2.4196
C 2.7693 9.8951 3.5123
C 1.8176 9.3549 1.3461
N 4.8169 7.1811 2.7450
C 5.6532 8.2933 2.1515
C 5.4536 5.9304 2.8621
H 0.7953 6.0741 2.8422
H 0.7363 5.3774 4.3709
H 1.9334 4.7044 3.1244
H 3.2108 6.6449 5.8275
H 1.7012 7.5894 5.4926
H 3.3825 8.0957 5.0312
H 1.8748 9.8976 4.1352
H 3.6544 9.7863 4.1390
H 2.6226 10.8741 3.0562
H 1.0298 8.6692 1.0342
H 1.2477 10.2649 1.5340
H 2.4046 9.7268 0.5063
H 6.6382 7.8739 1.9467
H 5.2603 8.5436 1.1661
H 5.6807 9.1572 2.8156
H 4.7165 5.2473 3.2841
H 6.3904 5.9378 3.4192
H 5.5618 5.5110 1.8619
O -7.4998 10.5061 -7.2026
P -7.0631 11.0986 -5.9405
N -5.8593 12.2793 -6.1396
C -4.4522 11.9178 -6.0748
C -6.0363 13.4432 -7.0063
N -6.4377 9.9188 -4.8579
C -5.7227 10.1937 -3.5727
C -6.3884 8.5058 -5.3098
N -8.2642 11.9479 -5.0970
C -7.8111 12.7544 -3.9711
C -9.7334 11.9424 -5.4898
H -3.8273 12.8045 -5.9683
H -4.1648 11.4802 -7.0308
H -4.1234 11.1045 -5.4278
H -6.6903 14.1217 -6.4585
H -6.4546 13.1581 -7.9716
H -5.1596 14.0355 -7.2685
H -4.9297 9.4513 -3.6632
H -5.1064 11.0834 -3.4431
H -6.3708 9.9397 -2.7340
H -7.2445 8.3396 -5.9638
H -5.4804 8.3391 -5.8893
H -6.5467 7.7128 -4.5788
H -6.8742 13.2279 -4.2647
H -8.6288 13.4505 -3.7838
H -7.6938 12.0397 -3.1565
H -10.1065 12.9575 -5.3535
H -10.3250 11.2947 -4.8429
H -9.9100 11.4139 -6.4265
O 2.8643 9.4554 -6.5121
P 1.4923 9.0179 -6.1042
N 0.2095 9.7247 -6.9810
C -0.2802 10.9908 -6.4218
C 0.3045 9.8149 -8.4761
N 1.0290 9.0121 -4.4795
C 1.6151 9.9816 -3.5897
C -0.3194 8.5954 -4.0964
N 1.3565 7.3798 -6.4580
C 0.4229 6.6686 -7.3530
C 2.4202 6.5614 -5.9050
H -1.0432 10.7797 -5.6726
H -0.7410 11.6110 -7.1907
H 0.4026 11.6012 -5.8309
H 1.3149 9.5630 -8.7984
H 0.0703 10.8272 -8.8054
H -0.4290 9.0983 -8.8456
H 2.6031 10.3862 -3.8095
H 1.0189 10.8901 -3.5042
H 1.5686 9.6062 -2.5675
H -0.2016 7.8984 -3.2667
H -0.8809 9.5051 -3.8840
H -0.8547 8.0999 -4.9064
H 0.5804 5.5989 -7.2143
H -0.5556 6.9592 -6.9708
H 0.4180 6.9838 -8.3964
H 2.7455 6.9173 -4.9275
H 3.3139 6.6043 -6.5277
H 2.0451 5.5591 -5.6980
C 0.2020 5.8039 -1.2977
S -1.1883 4.5308 -1.0270
O -1.8485 4.8134 0.3065
C -2.3172 5.2210 -2.2898
H 0.9923 5.5431 -2.0016
H 0.6029 5.9387 -0.2931
H -0.2769 6.7666 -1.4766
H -1.9662 4.9553 -3.2870
H -2.5073 6.2943 -2.3005
H -3.3354 4.8320 -2.2831
C -3.9958 14.3186 2.8096
S -4.7478 12.6392 3.2505
O -4.4920 11.5399 2.1781
C -3.8523 12.1418 4.7271
H -4.3641 15.1357 3.4300
H -4.3770 14.5058 1.8058
H -2.9140 14.2000 2.7469
H -2.8644 11.9131 4.3274
H -4.4003 11.2442 5.0139
H -3.9778 12.9654 5.4300
C -0.5249 13.3345 -1.1334
S 0.3730 12.2901 0.1278
O 1.7160 11.9102 -0.6026
C 0.5004 13.7285 1.3107
H -1.4397 13.5683 -0.5888
H -0.5992 12.7384 -2.0429
H -0.0579 14.3036 -1.3092
H -0.4826 13.7390 1.7817
H 0.6291 14.7697 1.0150
H 1.2119 13.5458 2.1159
C -3.5994 1.9595 1.7837
S -4.8564 3.1768 2.1445
O -4.0847 4.4387 2.4543
C -5.3308 3.3945 0.3708
H -3.3170 1.5667 2.7605
H -2.7189 2.4076 1.3232
H -3.9532 1.0923 1.2262
H -4.5019 3.7879 -0.2176
H -6.0894 4.1726 0.2866
H -5.8025 2.5626 -0.1522
C -2.3548 6.0491 8.2665
S -2.7630 7.8579 8.2890
O -1.6517 8.3784 9.2056
C -2.1264 8.2840 6.6236
H -2.8410 5.7014 7.3550
H -3.0037 5.5556 8.9901
H -1.3196 5.7117 8.3181
H -1.0732 8.1546 6.3745
H -2.5260 9.2711 6.3911
H -2.6855 7.7408 5.8617
```

---

Record 2
Computed, not measured: a molecular structure, C57H52Cl5GeN5ORuS4Se, with ωB97M-V/def2-TZVPD.

Computed properties:
Kohn-Sham gap (spin up / spin down)	6.65 / 6.43	eV
multiplicity	2
expectation value of S²	0.757
charge	+1
ΔE to the lowest compared entry with this formula, charge and spin	0.275	eV

Geometry as XYZ:
```
127
C57H52Cl5GeN5ORuS4Se (ωB97M-V/def2-TZVPD)
Ru -0.2422 -0.5734 0.1815
N 0.8111 -1.1605 1.8221
S 1.6568 -1.8550 2.7639
N 3.1815 -1.2890 3.0153
S 4.1790 -1.2071 1.8265
N 3.7715 -0.8220 0.4058
S 2.8992 0.5180 -0.1509
N 1.4925 0.4085 -0.4619
C 3.8953 0.8522 -1.5871
C 5.2713 0.6592 -1.6062
C 5.9708 0.9611 -2.7631
C 5.2961 1.4424 -3.8790
C 3.9208 1.6165 -3.8454
C 3.2066 1.3196 -2.6924
C 3.3177 1.7953 1.0403
C 2.4669 1.8835 2.1348
C 2.6719 2.8824 3.0721
C 3.7185 3.7817 2.9114
C 4.5641 3.6819 1.8175
C 4.3667 2.6877 0.8673
C 5.0041 -2.7668 1.5917
C 5.0992 -3.3388 0.3359
C 5.7742 -4.5463 0.2101
C 6.3407 -5.1488 1.3232
C 6.2333 -4.5566 2.5774
C 5.5583 -3.3581 2.7199
C 5.4550 -0.1642 2.4963
C 6.6653 -0.1341 1.8135
C 7.6614 0.7180 2.2564
C 7.4428 1.5224 3.3697
C 6.2322 1.4726 4.0437
C 5.2246 0.6213 3.6113
C 1.0698 -1.7667 4.4373
C -0.2607 -2.1423 4.5891
C -0.8322 -2.1018 5.8489
C -0.0782 -1.6800 6.9377
C 1.2465 -1.3059 6.7713
C 1.8350 -1.3509 5.5137
C 1.8852 -3.6052 2.5056
C 1.6263 -4.0895 1.2353
C 1.8306 -5.4397 0.9821
C 2.2854 -6.2750 1.9907
C 2.5350 -5.7714 3.2625
C 2.3383 -4.4273 3.5296
H 5.7810 0.2795 -0.7330
H 7.0423 0.8169 -2.7972
H 5.8482 1.6733 -4.7803
H 3.3943 1.9799 -4.7177
H 2.1297 1.4290 -2.6579
H 1.6568 1.1738 2.2388
H 2.0038 2.9696 3.9191
H 3.8674 4.5720 3.6353
H 5.3719 4.3897 1.6884
H 5.0087 2.6301 0.0002
H 4.6503 -2.8480 -0.5166
H 5.8569 -5.0121 -0.7622
H 6.8710 -6.0855 1.2167
H 6.6752 -5.0307 3.4431
H 5.4632 -2.8869 3.6904
H 6.8369 -0.7780 0.9602
H 8.6108 0.7481 1.7397
H 8.2245 2.1853 3.7154
H 6.0649 2.0992 4.9093
H 4.2733 0.5741 4.1214
H -0.8363 -2.4580 3.7274
H -1.8640 -2.3971 5.9826
H -0.5280 -1.6435 7.9209
H 1.8285 -0.9775 7.6217
H 2.8689 -1.0697 5.3731
H 1.2652 -3.4248 0.4587
H 1.6288 -5.8323 -0.0055
H 2.4395 -7.3275 1.7927
H 2.8789 -6.4292 4.0492
H 2.5239 -4.0312 4.5192
Cl -5.2137 4.8853 0.0910
C -4.1893 3.5237 -0.1509
C -2.9912 3.4069 0.5408
Cl -2.5479 4.6047 1.6971
C -2.1465 2.3281 0.2985
Cl -0.6423 2.2072 1.1417
C -2.4411 1.3356 -0.6447
O -1.6531 0.3563 -0.9618
C -3.7051 1.4380 -1.2720
Cl -4.1730 0.1483 -2.3157
C -4.5441 2.5191 -1.0559
Cl -6.0337 2.6308 -1.9052
C -2.4565 -0.2693 2.5976
C -2.7091 -1.4652 1.7353
C -3.8533 -2.2613 1.9847
C -4.1324 -3.3274 1.1914
C -3.2701 -3.6441 0.1194
C -3.4995 -4.7346 -0.7506
C -2.6336 -4.9830 -1.7763
C -1.5084 -4.1610 -1.9735
C -1.2577 -3.0976 -1.1436
S 0.1383 -2.0529 -1.3627
C -2.1470 -2.8187 -0.0765
N -1.8855 -1.7391 0.7383
H -2.9103 -0.4045 3.5787
H -2.9065 0.6164 2.1422
H -1.3919 -0.0844 2.7276
H -4.5012 -1.9914 2.8072
H -5.0094 -3.9384 1.3661
H -4.3700 -5.3580 -0.5930
H -2.8097 -5.8098 -2.4506
H -0.8347 -4.3628 -2.7969
C -0.4323 6.0822 -1.1885
Ge -0.9628 5.8169 -3.0530
C -0.6597 7.4442 -4.0961
C -2.8498 5.3081 -3.1010
C 0.1628 4.3446 -3.7266
Se -0.2651 2.6996 -2.7525
C -1.5847 2.0359 -4.0050
H -1.1152 6.7679 -0.6867
H 0.5776 6.4894 -1.1223
H -0.4582 5.1282 -0.6585
H -1.2563 8.2686 -3.7058
H -0.9358 7.2878 -5.1392
H 0.3906 7.7349 -4.0620
H -3.4406 6.0561 -2.5699
H -2.9914 4.3505 -2.6000
H -3.2287 5.2329 -4.1206
H 1.2126 4.5702 -3.5316
H 0.0641 4.1465 -4.7931
H -2.4123 2.7365 -4.0927
H -1.9471 1.0880 -3.6125
H -1.1241 1.8716 -4.9767
```

---

Record 3
Computed, not measured: a molecular structure, C14H29N5O2PReSSbSe4, with ωB97M-V/def2-TZVPD.

Computed properties:
Kohn-Sham gap (spin up / spin down)	5.81 / 5.80	eV
charge	+3
ΔE to the lowest compared entry with this formula, charge and spin	0.000	eV

Geometry as XYZ:
```
58
C14H29N5O2PReSSbSe4 (ωB97M-V/def2-TZVPD)
Re -1.1992 -0.9725 1.6589
Se -1.8250 -3.6882 4.3510
Sb -3.4514 -5.5692 3.3803
Se -2.6103 -1.7323 3.3761
Se -0.6175 -3.1746 1.3903
Se -4.2252 -4.6539 1.4084
S 0.0751 -3.7994 -2.8972
C -0.6685 -3.7428 -1.3959
N 0.0533 -3.1862 -0.4405
C 1.3178 -2.7748 -0.8795
C 2.3423 -2.2098 -0.1226
C 3.5276 -1.9239 -0.7658
C 3.7003 -2.1832 -2.1348
C 2.6907 -2.7423 -2.8878
C 1.4917 -3.0391 -2.2386
H -1.6611 -4.1333 -1.2135
H 2.2261 -2.0398 0.9394
H 4.3537 -1.5115 -0.2022
H 4.6491 -1.9575 -2.6019
H 2.8292 -2.9605 -3.9382
C -1.8466 3.3894 -0.8530
N -1.2894 2.4933 0.1757
C -1.8333 2.6503 1.5275
P 0.0971 1.6689 0.0071
O 0.0262 0.4435 1.0020
N 1.4171 2.4891 0.4523
C 2.5066 2.0036 1.2962
C 1.4804 3.9104 0.0488
N 0.2209 1.2328 -1.5465
C 1.5099 1.1516 -2.2465
C -0.8695 0.5455 -2.2420
H -1.7940 4.4241 -0.5153
H -2.8884 3.1346 -1.0479
H -1.2827 3.3024 -1.7773
H -2.4894 3.5174 1.5471
H -1.0463 2.8188 2.2660
H -2.4336 1.7829 1.8269
H 2.4250 0.9271 1.4336
H 2.5022 2.5007 2.2680
H 3.4640 2.2029 0.8134
H 0.8110 4.5288 0.6475
H 1.2371 4.0305 -1.0076
H 2.4980 4.2645 0.1949
H 2.2941 1.6203 -1.6602
H 1.4314 1.6619 -3.2062
H 1.7780 0.1067 -2.4224
H -1.8351 0.8232 -1.8275
H -0.7501 -0.5410 -2.1773
H -0.8521 0.8304 -3.2935
N 0.2311 -0.5735 3.3367
H -0.1594 0.0878 4.0085
H 1.0873 -0.1501 2.9795
H 0.4857 -1.3987 3.8798
C -3.9102 -0.7903 0.2537
O -2.5105 -0.5631 0.5009
H -4.0139 -1.1570 -0.7653
H -4.4277 0.1592 0.3683
H -4.2694 -1.5340 0.9682
```

---

Record 4
Computed, not measured: 11 unconnected molecules or ions with the total composition C47H67N7O12S4, with ωB97M-V/def2-TZVPD.

Computed properties:
Kohn-Sham gap	9.81	eV
SMILES string	CCOS(C)(=O)=O.CCOS(C)(=O)=O.CCOS(C)(=O)=O.CCOS(C)(=O)=O.c1ccncc1.c1ccncc1.c1ccncc1.c1ccncc1.c1ccncc1.c1ccncc1.c1ccncc1
charge	0
ΔE to the lowest compared entry with this formula, charge and spin	0.468	eV

Geometry as XYZ:
```
137
C47H67N7O12S4 (ωB97M-V/def2-TZVPD)
C 4.1021 1.8159 2.4932
C 3.9292 2.9876 1.4690
O 4.1232 4.3447 2.1162
S 3.2758 5.6243 1.5270
C 4.2117 5.9082 0.0261
O 1.9624 5.2063 1.1566
O 3.4066 6.7124 2.4517
H 3.8870 0.8350 2.0512
H 3.4156 1.9673 3.3551
H 5.1160 1.8246 2.9395
H 4.6924 2.9519 0.6980
H 2.9050 3.0378 1.1148
H 4.2699 4.9714 -0.5090
H 5.2234 6.1919 0.2275
H 3.7396 6.6377 -0.5869
C -1.2183 5.9665 -3.8418
C -2.3739 5.6412 -2.8339
O -2.9100 4.3205 -3.0391
S -2.8247 3.1571 -1.8580
C -4.2124 3.3445 -0.8259
O -3.0260 1.9974 -2.6854
O -1.6387 3.4385 -1.1015
H -0.9333 7.0183 -3.7561
H -1.5000 5.7147 -4.8775
H -0.4020 5.3350 -3.5876
H -1.8859 5.6916 -1.8818
H -3.1847 6.3735 -2.8301
H -4.3764 2.3664 -0.3326
H -5.0451 3.5503 -1.5199
H -4.0738 4.2015 -0.2236
C 1.0385 1.6594 -3.2936
C 0.1897 2.4246 -4.3312
O -0.2846 1.6878 -5.4649
S -0.8334 2.5436 -6.7591
C -2.5323 2.6691 -6.4752
O -0.2323 3.8551 -6.8019
O -0.7420 1.5732 -7.8061
H 2.0142 1.3342 -3.6399
H 0.5841 0.7153 -2.9954
H 1.1426 2.2304 -2.3783
H -0.7497 2.7678 -3.9285
H 0.7941 3.2549 -4.7310
H -2.9114 1.6650 -6.5026
H -2.9669 3.3021 -7.2592
H -2.6867 3.1522 -5.5065
C -1.9307 -7.1097 -1.7069
C -0.6022 -6.4857 -2.2278
O 0.6229 -7.0908 -1.6004
S 1.2282 -6.3591 -0.2463
C 2.3663 -5.1533 -0.8660
O 0.1635 -5.6950 0.4409
O 2.0656 -7.3467 0.3601
H -1.9652 -8.1449 -2.0152
H -2.7145 -6.5423 -2.1724
H -1.9020 -7.0440 -0.6369
H -0.3606 -6.6301 -3.2887
H -0.6542 -5.4279 -1.9967
H 2.9675 -5.7864 -1.5091
H 2.9986 -4.7170 -0.0969
H 1.8344 -4.3555 -1.4049
C -0.8601 2.1525 2.8998
C -2.2274 1.8990 2.9432
C -3.1128 2.7989 2.3859
N -2.6760 3.9579 1.8390
C -1.3400 4.2850 1.8322
C -0.4208 3.3847 2.4241
H -0.1980 1.3658 3.2100
H -2.6131 1.0235 3.4926
H -4.1901 2.6392 2.4112
H -1.0392 5.2639 1.4356
H 0.6062 3.7162 2.4677
C -2.2968 -2.3261 4.6331
C -1.7277 -1.6923 5.7259
C -0.5215 -1.0119 5.5900
N 0.1430 -0.8956 4.4201
C -0.3904 -1.4903 3.3463
C -1.6453 -2.1544 3.3995
H -3.3065 -2.7819 4.7471
H -2.1582 -1.7884 6.7141
H 0.0161 -0.6443 6.4705
H 0.2037 -1.4283 2.4611
H -2.0011 -2.6349 2.4732
C -4.3596 -0.2620 0.3769
C -4.7974 -0.3359 -0.9538
C -5.6048 -1.3585 -1.3393
N -6.0529 -2.3183 -0.5005
C -5.6669 -2.2698 0.8104
C -4.8474 -1.2479 1.2741
H -3.5476 0.3843 0.7007
H -4.4003 0.2776 -1.7429
H -5.8336 -1.4898 -2.4111
H -5.9917 -3.0405 1.4818
H -4.6062 -1.2305 2.3202
C 4.8027 -2.7859 1.7481
C 3.6079 -2.2863 2.2437
C 3.7149 -1.3788 3.3164
N 4.8643 -0.9218 3.8376
C 6.0001 -1.3578 3.2778
C 6.0024 -2.2777 2.2234
H 4.8361 -3.4863 0.9017
H 2.6196 -2.6346 1.9514
H 2.7644 -1.0368 3.6551
H 6.8933 -0.8984 3.7167
H 6.9657 -2.6605 1.8904
C 6.8291 2.4337 -1.0003
C 5.8254 2.8590 -1.8502
C 4.5947 2.2109 -1.9532
N 4.2411 1.1622 -1.1590
C 5.2265 0.7245 -0.3345
C 6.4840 1.3225 -0.2022
H 7.7783 2.9419 -0.9626
H 5.9497 3.7000 -2.5255
H 3.8978 2.6775 -2.6303
H 5.0179 -0.1366 0.3201
H 7.1333 0.9157 0.5539
C -3.0129 -5.3344 2.4314
C -3.0248 -4.7589 1.1586
C -4.0649 -5.0279 0.2888
N -5.0450 -5.9345 0.5322
C -5.1054 -6.4200 1.7990
C -4.1120 -6.1436 2.7563
H -2.1990 -5.2002 3.1462
H -2.2391 -4.1444 0.7231
H -3.9999 -4.5884 -0.6937
H -5.9248 -7.0605 2.0765
H -4.2518 -6.5876 3.7436
C -0.9133 -0.0514 -0.2404
C -1.1707 -1.4086 -0.1566
C -0.0734 -2.2740 0.0232
N 1.1941 -1.8099 0.0734
C 1.4235 -0.4476 0.0135
C 0.3761 0.4168 -0.1234
H -1.6943 0.6648 -0.4324
H -2.1533 -1.8503 -0.1211
H -0.2308 -3.3390 0.1693
H 2.4080 -0.0652 0.1114
H 0.6326 1.4510 -0.1310
```

---

Number 1: strongest force on any atom 0.13135 hartree/bohr, DFT total energy -226485.91704 eV. Number 2: strongest force on any atom 0.01484 hartree/bohr, DFT total energy -299838.68016 eV. Number 3: strongest force on any atom 0.00551 hartree/bohr, DFT total energy -316688.48040 eV. Number 4: strongest force on any atom 0.06427 hartree/bohr, DFT total energy -128162.82007 eV.